Entry 1:
Below is a molecular structure, C18H49BF4N3O7Ti in a non-equilibrium geometry, with properties calculated with ωB97M-V/def2-TZVPD.

```
83
Properties=species:S:1:pos:R:3:forces:R:3:mulliken_charge:R:1
Ti -3.1174 15.3485 0.1292 0.43 -0.69 -0.30 0.006
O -4.3148 13.5881 0.5367 0.91 0.62 0.53 -0.029
H -3.5064 13.0614 0.6301 -0.05 -0.30 -0.68 -0.044
C -5.6456 14.5918 -2.7439 0.27 -0.33 -0.18 -0.492
O -6.7513 14.1117 -1.9856 -0.04 0.65 0.11 -0.346
C -6.6901 12.7289 -1.8404 0.34 -0.53 -0.50 -0.089
C -7.4516 12.2952 -0.6042 -0.57 0.73 -0.14 -0.739
N -6.9504 13.1295 0.5565 0.58 0.09 -0.94 0.670
H -6.8992 12.4613 1.3195 0.03 0.54 0.45 0.441
H -5.9742 13.3762 0.2821 0.51 -0.35 0.62 -0.450
C -7.5659 14.4435 0.9724 -0.62 -0.89 0.49 -0.349
C -8.9818 14.2160 1.5275 0.49 1.30 -1.36 -0.665
O -9.8718 13.9054 0.4768 0.49 0.36 0.11 -0.350
C -11.1989 13.6714 0.8946 -0.77 -2.52 -0.09 -0.891
H -5.6534 15.6692 -2.8794 -0.44 0.04 0.33 0.250
H -5.6334 14.1496 -3.7432 -0.02 -0.12 -0.02 0.266
H -4.7365 14.3047 -2.2101 0.24 0.05 -0.15 0.043
H -5.6506 12.3902 -1.7449 0.13 0.23 0.29 -0.119
H -7.0103 12.2270 -2.7619 -0.53 -0.11 0.16 0.573
H -7.2029 11.2631 -0.3626 -0.10 -0.05 -0.06 0.466
H -8.5327 12.4257 -0.6443 0.09 -0.04 -0.23 0.395
H -7.4519 15.1903 0.1903 -0.49 -0.47 -0.45 0.310
H -6.9222 14.8334 1.7627 -0.03 -0.29 0.26 0.227
H -9.2507 15.2162 1.8753 -0.23 -0.25 0.89 0.534
H -8.9510 13.4350 2.2897 -0.20 0.12 0.33 0.349
H -11.5514 14.0498 1.8544 0.38 0.95 -0.25 0.358
H -11.3084 12.5812 1.0431 0.17 0.01 0.16 0.339
H -11.8911 13.8064 0.0663 0.14 0.88 0.08 0.294
C -6.1874 14.5062 5.3859 0.43 0.71 0.48 -0.530
O -4.8488 14.0196 5.3595 -0.76 -0.97 -1.34 -0.380
C -4.1424 14.5155 4.1951 0.09 0.86 2.44 -0.681
C -3.0561 13.5422 3.8301 0.37 0.31 0.62 -0.086
N -3.7018 12.3716 3.1452 0.97 0.45 -1.27 0.533
H -4.5208 12.0275 3.6409 0.09 0.10 0.40 0.447
H -4.0074 12.8024 2.2518 -0.75 0.10 0.09 -0.311
C -2.8120 11.2514 2.6582 -0.65 -0.02 -0.19 -0.116
C -2.3997 10.2861 3.7581 -0.14 0.73 0.31 -0.598
O -1.5699 9.3802 3.1223 0.33 0.04 -0.55 -0.282
C -0.5990 8.6727 3.8690 -0.28 -0.49 0.94 -0.793
H -6.7588 14.1469 4.5274 -0.15 -0.05 0.02 0.089
H -6.1693 15.6016 5.3990 -0.09 0.05 -0.33 0.329
H -6.6573 14.2487 6.3320 0.08 -0.49 -0.11 0.293
H -3.7851 15.4494 4.6373 0.91 0.14 -0.86 0.505
H -4.7503 14.8334 3.3432 -0.36 -0.56 -0.05 0.066
H -2.4456 13.2015 4.6642 -0.51 -0.09 0.36 0.507
H -2.3189 14.0503 3.2061 -0.29 -0.42 -0.71 0.063
H -1.9831 11.7161 2.1223 0.30 0.00 0.45 0.213
H -3.3838 10.7537 1.8722 -0.12 -0.22 0.18 0.011
H -3.2517 9.7953 4.2478 -0.23 -0.07 -0.28 0.392
H -1.9851 10.9157 4.5585 0.76 -0.40 0.00 0.428
H -0.1162 7.9543 3.2133 0.08 0.29 -0.22 0.250
H -1.0722 8.0776 4.6583 -0.11 0.08 0.02 0.324
H 0.1309 9.3215 4.3554 0.05 0.17 -0.25 0.331
C -3.5464 10.7181 -1.1529 -0.55 0.73 -0.09 -0.912
O -3.5409 9.7977 -2.2318 -0.35 -0.17 0.46 -0.392
C -3.6570 8.4822 -1.7579 0.44 -0.83 0.17 -0.611
C -3.7330 7.5800 -2.9862 -1.14 0.31 0.39 -0.626
N -4.7716 8.0592 -3.9768 1.22 1.31 -1.17 -0.131
H -5.7448 7.8092 -3.8145 0.14 -0.31 0.44 0.442
H -4.7338 9.0888 -4.0382 -0.10 0.08 0.38 0.365
C -4.3909 7.6873 -5.3911 0.38 -0.46 -0.20 -0.666
C -5.2457 8.4961 -6.3784 0.13 -0.06 -0.13 -0.596
O -5.2695 9.8335 -5.8667 -0.59 -0.78 0.49 -0.411
C -6.5631 10.2896 -5.5045 -0.16 1.76 -1.07 -0.585
H -2.7832 10.5215 -0.3981 0.15 -0.17 -0.22 0.519
H -4.5421 10.7317 -0.6844 0.04 -0.27 0.16 0.201
H -3.4021 11.7233 -1.5455 0.33 -0.19 -0.12 0.280
H -4.4372 8.2916 -1.0081 -0.54 0.47 -0.41 0.405
H -2.7558 8.1885 -1.2028 0.16 0.01 -0.21 0.412
H -4.0824 6.5698 -2.7867 0.84 -0.20 0.35 0.400
H -2.7597 7.6802 -3.4568 -0.15 -0.48 -0.38 0.324
H -4.3977 6.5973 -5.4124 -0.49 0.03 -0.57 0.472
H -3.3421 7.9438 -5.5355 -0.03 0.33 0.30 0.373
H -6.2107 8.0171 -6.5686 -0.35 0.43 0.55 0.379
H -4.8292 8.5756 -7.3823 0.57 -0.38 0.18 0.420
H -7.0545 9.8319 -4.6424 0.16 -0.44 -0.11 0.279
H -7.1962 10.3372 -6.3953 -0.31 -0.73 0.19 0.438
H -6.4688 11.3632 -5.3153 0.30 -0.15 0.46 0.110
B -0.5930 13.6409 -0.1681 1.83 -1.09 -2.68 0.382
F -1.1337 13.8696 1.0897 -0.97 0.02 0.77 -0.203
F -1.1875 12.5484 -0.8676 -0.21 -0.77 1.38 -0.312
F -0.9812 14.6645 -1.0622 -0.99 2.10 0.58 -0.423
F 0.7889 13.5308 -0.1502 -0.92 0.01 0.49 -0.296
```
Positions in Å, forces in eV/Å.

Computed properties:
Total energy   -2679.40538 a.u.
Molecular weight   554.275 g mol⁻¹
Multiplicity   4
Charge   +2
Frontier orbital gap (alpha / beta)   5.45 / 9.59 eV
E_HOMO (alpha / beta)   -10.589 / -14.731 eV

=====

Entry 2:
Below is a molecular structure, C18H50AsF6O7 in a non-equilibrium geometry, with properties calculated with ωB97M-V/def2-TZVPD.

```
82
Properties=species:S:1:pos:R:3:forces:R:3:mulliken_charge:R:1
As 0.8132 0.8275 0.6229 0.34 0.49 -0.40 1.994
F 1.7066 -0.1829 1.7272 -0.14 0.35 -0.38 -0.471
F 1.5875 2.2814 1.2507 -0.39 -0.76 0.15 -0.594
F -0.0813 1.8218 -0.4915 0.03 -0.18 0.30 -0.482
F 0.0680 -0.5862 -0.0736 0.20 0.39 0.19 -0.482
F -0.4737 0.9592 1.8103 0.39 0.13 -0.47 -0.614
F 2.1140 0.7418 -0.5846 -0.49 -0.17 0.76 -0.651
C 3.2973 5.1584 -2.1447 -0.56 0.51 0.65 -1.410
C 2.6878 4.0554 -1.2877 0.16 -0.36 -0.47 0.618
O 3.0001 4.2992 0.0701 0.22 -0.28 0.11 -0.633
H 2.9511 6.1106 -1.7289 0.07 0.06 -0.09 0.403
H 2.9756 5.1381 -3.1857 0.05 -0.28 -0.02 0.339
H 4.3844 5.1669 -2.0777 0.02 -0.19 -0.07 0.314
H 3.0980 3.0923 -1.6232 -0.04 0.00 0.15 0.030
H 1.5958 3.9791 -1.3843 0.08 0.21 -0.29 -0.028
H 2.7076 3.5063 0.5549 0.09 0.49 -0.10 0.440
C 3.7311 -1.6722 4.5767 -0.59 0.37 -0.38 -0.810
C 3.2757 -3.1055 4.7823 0.73 -0.49 0.79 0.489
O 4.1617 -4.0174 4.1188 0.01 0.21 -0.39 -0.570
H 4.8115 -1.5563 4.5071 0.04 -0.35 0.07 0.372
H 3.3893 -1.0267 5.3886 -0.05 -0.16 0.10 0.301
H 3.2932 -1.2470 3.6715 0.14 -0.08 -0.11 0.004
H 2.2481 -3.2994 4.4754 0.00 0.34 -0.16 -0.311
H 3.3481 -3.3611 5.8483 -0.24 0.19 0.05 0.208
H 3.6742 -4.8189 3.9168 0.00 -0.01 -0.02 0.315
C -0.5770 -2.6538 4.9979 0.00 -0.06 -0.98 -1.184
C -0.1381 -1.3262 4.3823 -0.35 1.14 1.78 0.200
O -1.2722 -0.5609 3.9796 -0.14 -0.43 -0.83 -0.557
H 0.2733 -3.3323 5.0648 0.02 0.02 0.23 0.265
H -1.2887 -3.1290 4.3178 -0.08 -0.02 0.09 0.299
H -1.0446 -2.5539 5.9748 0.01 0.17 -0.01 0.343
H 0.6532 -1.4130 3.6374 -0.31 -0.15 -0.30 -0.059
H 0.2377 -0.6887 5.1985 0.82 -0.49 -0.01 0.405
H -0.9952 0.0632 3.2868 -0.09 -0.32 0.22 0.391
C 0.1583 -3.6020 1.4153 1.03 0.21 0.94 -0.937
C -0.2789 -4.1430 0.0868 -1.19 1.27 -0.97 0.635
C -1.3934 -5.1733 0.1742 0.99 0.19 0.91 -1.455
O -0.8761 -3.0584 -0.6725 0.45 -0.10 0.24 -0.509
H 0.8671 -2.7807 1.2744 -0.01 0.02 -0.12 0.174
H 0.7057 -4.3238 2.0347 -0.12 -0.22 -0.18 0.446
H -0.6297 -3.1930 2.0514 -0.35 -0.14 -0.38 0.041
H 0.5755 -4.4719 -0.5178 0.03 -0.43 0.35 0.284
H -0.9767 -6.0229 0.7267 -0.26 -0.40 -0.51 0.369
H -1.7719 -5.3783 -0.8217 -0.07 -0.36 0.09 0.398
H -2.1689 -4.7702 0.8265 -0.20 0.12 -0.28 0.279
H -0.3300 -2.2629 -0.5410 -0.37 -0.38 -0.13 0.317
C 2.9443 1.9143 -4.9694 0.09 -0.32 -0.03 -1.573
C 2.2596 1.1520 -3.8542 0.28 -0.65 -0.01 1.614
C 1.3581 0.0658 -4.4150 -1.38 0.53 -0.40 -1.318
O 3.2609 0.5264 -3.0546 0.28 0.23 0.11 -0.651
H 3.5802 2.7016 -4.5656 0.03 0.02 -0.13 0.314
H 2.2182 2.3152 -5.6775 -0.05 0.21 0.14 0.350
H 3.5439 1.1918 -5.5303 0.21 0.15 0.05 0.365
H 1.6937 1.8321 -3.2083 -0.19 0.00 -0.18 -0.345
H 0.7002 -0.3062 -3.6272 0.24 -0.39 -0.01 0.176
H 1.8408 -0.7415 -4.9645 0.52 -0.03 0.48 0.374
H 0.6717 0.4813 -5.1667 0.00 0.22 0.15 0.279
H 2.9275 0.4601 -2.1460 0.06 -0.01 -0.31 0.543
C -2.8650 3.4250 -2.1369 -0.88 0.02 0.63 -1.216
C -2.9277 2.4737 -3.3120 1.02 -0.44 0.63 0.465
C -1.6032 1.7505 -3.5320 0.67 0.69 -0.73 -0.833
O -3.9267 1.4666 -3.0545 -0.27 0.76 -0.52 -0.558
H -2.6274 2.9472 -1.1832 0.31 -0.32 -0.24 0.089
H -3.8738 3.8203 -1.9736 0.12 0.29 -0.15 0.352
H -2.1602 4.2422 -2.2774 0.00 -0.03 -0.18 0.415
H -3.2044 3.0558 -4.1956 -0.04 -0.12 -0.09 0.252
H -0.7510 2.4410 -3.5346 -0.19 0.21 0.22 0.286
H -1.5461 1.3249 -4.5372 -0.28 -0.43 0.18 0.358
H -1.3747 1.0122 -2.7670 -0.34 -0.11 0.02 0.018
H -4.3610 1.3184 -3.8988 -0.15 -0.33 0.17 0.265
C -5.0592 0.9970 0.9225 -0.31 0.38 0.53 -1.591
C -3.8703 0.2422 0.3432 -0.48 0.09 -0.13 1.737
C -3.3860 -0.8880 1.2075 0.02 -0.06 1.24 -1.363
O -4.2756 -0.2797 -0.9265 0.33 0.45 0.12 -0.622
H -5.8822 0.3212 1.1677 0.01 -0.08 -0.19 0.338
H -5.4212 1.7489 0.2161 -0.03 -0.18 -0.18 0.378
H -4.8491 1.5666 1.8347 0.34 -0.22 0.03 0.348
H -3.0582 0.9721 0.2289 0.14 -0.16 -0.18 -0.383
H -3.2246 -0.5475 2.2362 0.18 0.33 -0.13 0.297
H -2.4344 -1.3080 0.8905 -0.14 -0.13 -0.33 0.076
H -4.1309 -1.6721 1.3717 -0.07 -0.08 -0.64 0.434
H -4.2805 0.4871 -1.5272 0.02 -0.55 -0.08 0.413
```
Positions in Å, forces in eV/Å.

Computed properties:
Total energy   -4077.66184 a.u.
Molecular weight   567.501 g mol⁻¹
Charge   -1
ΔE to the lowest compared entry with this formula, charge and spin   22.9 kcal/mol
Frontier orbital gap   9.57 eV
E_HOMO   -7.087 eV

=====

Entry 3:
Below is 5 unconnected molecules or ions with the total composition C18H50IN2O16P4 in a non-equilibrium geometry, with properties calculated with ωB97M-V/def2-TZVPD.

```
91
Properties=species:S:1:pos:R:3:forces:R:3:mulliken_charge:R:1
C -1.2176 4.5862 0.6824 -0.19 0.68 -0.74 -0.626
C -2.8068 4.3335 0.9960 0.24 1.04 -0.04 -0.425
C -3.1125 3.2783 2.2184 4.05 -2.01 -0.39 -0.357
I -4.9212 4.0849 3.2479 -1.00 0.19 0.17 -0.293
N -1.9525 3.0430 3.1615 -3.40 -0.01 -1.09 -0.559
C -2.2952 2.0409 4.2497 -0.04 -0.33 -0.02 -0.064
C -2.4745 2.7501 5.7182 -0.56 0.10 0.05 -0.389
C -2.1582 1.7716 7.0003 -0.90 0.80 0.48 -0.433
N -0.6959 1.3868 7.1508 -0.84 -1.62 0.75 -0.628
H -1.1537 5.6294 0.1062 -0.08 -2.18 1.08 0.349
H -0.5566 4.6972 1.6461 -1.49 -0.60 -1.88 0.214
H -0.8134 3.7675 -0.0769 -0.64 1.61 1.82 -0.070
H -3.2816 5.3998 1.2376 1.05 -2.39 -0.35 0.370
H -3.3232 3.9912 -0.0146 0.95 0.49 2.18 0.216
H -3.4514 2.2620 1.6971 -0.05 1.95 1.29 0.222
H -1.4214 1.2362 4.3635 -1.53 1.60 -0.28 -0.173
H -3.2681 1.4092 4.0239 1.69 1.09 0.39 0.237
H -1.8095 3.7328 5.7019 -1.20 -2.21 0.28 0.254
H -3.6054 3.1085 5.8474 2.43 -0.74 -0.33 0.143
H -2.8194 0.7906 7.0166 0.97 2.07 -0.31 0.208
H -2.4604 2.3950 7.9723 0.64 -1.33 -2.00 0.322
H -0.5701 0.4525 6.6567 -0.11 1.62 0.75 0.228
H -0.5741 1.1292 8.1762 -0.11 0.38 -1.74 0.240
C 2.7812 -3.2998 9.4889 -0.34 -0.45 0.51 -0.689
O 3.2801 -2.3496 8.5703 0.28 0.82 -1.41 -0.297
P 2.5699 -2.2978 7.1246 -1.46 0.53 -0.08 1.120
O 1.0777 -2.2364 7.1612 2.27 -0.46 -0.22 -0.661
O 3.1717 -3.5817 6.3569 -0.99 0.50 0.24 -0.291
C 4.5482 -3.8733 6.4889 0.65 -0.18 0.06 -0.697
O 3.2888 -1.0527 6.4011 0.03 -0.96 1.78 -0.328
C 2.8506 -0.7249 5.0975 -0.33 0.30 -0.97 -0.743
H 3.5887 -3.5824 10.1689 -0.03 0.14 -0.15 0.243
H 1.9656 -2.8569 10.0646 0.01 -0.13 -0.09 0.255
H 2.4261 -4.1982 8.9757 -0.05 0.05 0.09 0.336
H 4.6683 -4.6818 7.2154 0.08 0.09 -0.04 0.261
H 5.1235 -3.0035 6.8179 -0.05 -0.09 -0.05 0.337
H 4.9348 -4.2069 5.5230 -0.15 0.05 0.08 0.269
H 1.8087 -1.0140 4.9356 0.09 0.05 0.06 0.364
H 3.4860 -1.2287 4.3650 -0.05 0.00 0.02 0.254
H 2.9373 0.3565 4.9587 0.00 -0.21 0.18 0.258
C -0.6300 1.0296 1.2148 0.24 0.63 0.94 -0.547
O -1.1577 0.3340 0.1042 -1.03 -2.14 -1.58 0.065
P -1.8957 -1.0655 0.4105 -0.70 1.10 1.25 0.857
O -2.9088 -1.0131 1.5072 1.60 -0.62 -1.59 -0.713
O -0.6785 -2.0912 0.6677 -1.02 0.13 0.43 -0.353
C 0.4570 -2.0279 -0.1713 0.55 0.09 -0.38 -0.638
O -2.4663 -1.5080 -1.0280 0.62 1.09 0.46 -0.211
C -3.2078 -2.7105 -1.0844 -0.34 -0.60 -0.03 -0.832
H 0.2172 1.6315 0.8767 -0.13 -0.09 -0.09 0.313
H -1.3958 1.6886 1.6297 0.36 -0.01 0.28 0.031
H -0.2807 0.3372 1.9863 -0.04 0.05 0.03 0.357
H 1.2524 -1.4912 0.3534 -0.03 0.00 -0.11 0.271
H 0.2425 -1.5221 -1.1168 0.06 -0.09 0.06 0.254
H 0.7982 -3.0438 -0.3844 -0.12 0.07 0.07 0.318
H -3.7002 -2.9279 -0.1328 0.05 0.08 -0.05 0.355
H -2.5401 -3.5352 -1.3455 -0.04 0.00 0.03 0.270
H -3.9741 -2.6152 -1.8590 0.18 0.11 0.10 0.230
C 3.7971 -2.9566 -4.8312 -0.01 -0.73 -0.30 -0.674
O 3.7472 -1.7166 -4.1564 -0.62 1.50 0.55 -0.375
P 2.3714 -0.8852 -4.2702 -0.62 -0.28 0.57 1.328
O 1.1365 -1.6738 -3.9786 1.80 1.13 -0.57 -0.717
O 2.4299 -0.2500 -5.7511 -0.58 -0.67 1.00 -0.130
C 3.6521 0.2852 -6.2170 0.71 0.35 -0.34 -0.847
O 2.6198 0.3793 -3.3057 0.89 -1.81 -0.56 -0.422
C 1.5568 1.3010 -3.1659 -0.78 0.77 0.13 -0.631
H 4.8359 -3.1641 -5.0998 -0.12 0.15 0.11 0.234
H 3.4326 -3.7462 -4.1704 -0.04 0.04 -0.14 0.250
H 3.1975 -2.9342 -5.7459 0.02 -0.09 0.06 0.296
H 4.1232 -0.4425 -6.8836 0.02 0.10 0.07 0.274
H 4.3369 0.5213 -5.3978 -0.08 -0.02 -0.08 0.323
H 3.4479 1.1989 -6.7802 -0.12 -0.17 0.08 0.280
H 0.5848 0.8249 -3.3197 0.08 0.00 0.07 0.304
H 1.6835 2.1113 -3.8881 -0.04 -0.05 0.03 0.250
H 1.5839 1.7186 -2.1555 0.08 -0.18 -0.18 0.220
C -0.2295 -1.1075 -6.2812 0.39 -0.34 0.69 -0.504
O -1.2387 -0.9926 -7.2630 -1.28 1.01 -1.83 -0.358
P -1.2429 0.3578 -8.1425 1.15 -0.16 0.02 1.142
O 0.0809 0.7295 -8.7266 -1.89 -0.11 0.85 -0.697
O -1.8725 1.4597 -7.1478 1.06 -0.14 -1.02 -0.306
C -2.9796 1.1024 -6.3454 -0.63 -0.18 0.58 -0.624
O -2.4161 0.1005 -9.2140 0.77 -0.80 1.06 -0.339
C -2.6497 1.1163 -10.1693 -0.17 0.58 -0.52 -0.717
H -0.5992 -1.7482 -5.4768 -0.03 0.19 -0.32 0.234
H 0.6591 -1.5631 -6.7234 -0.15 0.17 0.08 0.237
H 0.0265 -0.1308 -5.8602 -0.04 -0.17 -0.11 0.313
H -2.6261 0.8915 -5.3323 -0.11 -0.04 -0.09 0.221
H -3.5045 0.2257 -6.7350 0.06 0.10 0.05 0.333
H -3.6769 1.9428 -6.3078 0.17 -0.04 -0.06 0.278
H -1.7459 1.6969 -10.3726 -0.05 -0.08 0.04 0.340
H -3.4355 1.7822 -9.8043 0.06 0.00 -0.04 0.254
H -2.9824 0.6522 -11.1020 0.06 -0.04 0.23 0.229
```
Positions in Å, forces in eV/Å.

Computed properties:
Total energy   -3692.53924 a.u.
Molecular weight   801.396 g mol⁻¹
Charge   -1
Frontier orbital gap   4.50 eV
E_HOMO   -2.637 eV